Computed, not measured: a molecular structure, C35H48CuTe, with ωB97M-V/def2-TZVPD.

Structure (XYZ):
```
85
Properties=species:S:1:pos:R:3:forces:R:3:mulliken_charge:R:1
Cu -0.9584 -0.0948 -0.2479 -0.025 -0.085 -0.103 -1.05
C -1.0326 0.3413 1.8024 -0.029 0.057 0.168 0.00
C -1.1323 -1.0873 1.8793 -0.043 -0.017 -0.048 -1.09
C -2.4557 -1.4262 1.4298 0.027 0.011 0.011 0.29
C -3.1090 -0.2102 1.1050 0.053 -0.048 -0.037 -0.75
C -2.2521 0.8816 1.3197 0.015 0.009 0.008 -0.61
C -2.6192 2.3453 1.1885 0.027 -0.016 -0.012 2.86
C -3.2391 2.6185 -0.1866 0.003 0.001 -0.003 -1.65
C -3.6337 2.7158 2.2794 -0.001 0.005 0.007 -1.95
C -1.3773 3.2211 1.3436 0.004 0.030 0.035 -1.80
C -3.2217 -2.7494 1.3140 0.005 0.019 0.026 2.65
C -2.3894 -3.9263 0.7956 0.002 0.017 0.003 -1.85
C -4.3881 -2.6019 0.3227 0.005 -0.009 -0.016 -2.05
C -3.8381 -3.1210 2.6742 -0.015 -0.002 0.007 -1.66
C 0.0474 -1.9171 2.4085 -0.035 -0.005 0.007 2.75
C 1.1410 -0.9832 2.9512 0.011 0.002 0.010 -2.16
C -0.3642 -2.8220 3.5792 0.004 -0.006 -0.022 -1.96
C 0.7335 -2.7503 1.3137 0.015 -0.009 -0.007 -1.38
H -0.2031 0.9309 2.1570 0.016 -0.006 -0.019 0.80
H -4.1089 -0.1263 0.7072 0.011 0.004 0.005 0.25
H -4.1211 1.9958 -0.3506 0.009 0.002 0.003 0.30
H -2.5189 2.3890 -0.9756 -0.011 0.005 0.003 0.20
H -3.5400 3.6684 -0.2730 0.006 -0.007 -0.002 0.47
H -4.5454 2.1240 2.1734 0.005 0.005 0.003 0.30
H -3.8997 3.7772 2.2239 0.001 -0.011 -0.001 0.46
H -3.2170 2.5134 3.2689 -0.007 0.005 -0.008 0.39
H -0.6087 2.9275 0.6269 0.018 0.015 -0.014 0.01
H -0.9557 3.1378 2.3490 -0.006 -0.008 -0.020 0.27
H -1.6266 4.2723 1.1690 0.000 -0.003 0.001 0.51
H -1.8968 -3.6611 -0.1421 -0.004 -0.009 0.002 0.29
H -3.0430 -4.7848 0.6119 -0.002 0.007 0.004 0.54
H -1.6314 -4.2462 1.5053 0.008 -0.002 -0.002 0.28
H -4.0290 -2.2762 -0.6555 -0.004 -0.002 0.011 0.37
H -5.1320 -1.8860 0.6724 -0.001 -0.007 0.000 0.33
H -4.8897 -3.5674 0.2080 -0.001 0.009 -0.004 0.47
H -3.0774 -3.2420 3.4442 -0.001 -0.003 -0.008 0.21
H -4.4062 -4.0555 2.5996 0.005 0.009 0.002 0.45
H -4.5164 -2.3297 3.0011 0.010 -0.006 -0.002 0.35
H 0.7722 -0.3610 3.7695 -0.004 0.001 -0.007 0.36
H 1.5277 -0.3335 2.1626 0.007 -0.013 0.019 0.11
H 1.9712 -1.5874 3.3296 0.001 0.008 -0.003 0.52
H -0.8670 -2.2389 4.3546 0.005 0.001 -0.009 0.33
H 0.5220 -3.2904 4.0202 -0.006 0.003 -0.004 0.48
H -1.0352 -3.6211 3.2715 -0.005 0.012 0.007 0.23
H 1.1038 -2.0892 0.5281 -0.016 -0.012 0.011 -0.13
H 0.0682 -3.4703 0.8487 0.011 0.010 0.000 0.06
H 1.5847 -3.2976 1.7367 -0.005 0.003 -0.002 0.52
C -0.9502 -1.2642 -5.3858 -0.005 -0.010 -0.009 -1.77
C 0.2991 -0.8882 -4.5776 -0.029 0.042 0.036 2.41
C 1.2887 -2.0609 -4.6024 -0.005 -0.010 0.017 -1.50
C 0.9612 0.3399 -5.2178 0.002 0.007 0.004 -1.73
C -0.0921 -0.5908 -3.1853 0.044 -0.021 0.057 0.24
C -0.4402 -0.3945 -2.0300 0.020 0.023 -0.138 -0.05
H -0.6806 -1.4857 -6.4235 -0.006 -0.002 0.004 0.41
H -1.6703 -0.4447 -5.3767 0.005 -0.002 0.000 0.36
H -1.4329 -2.1412 -4.9524 0.004 0.007 -0.005 0.38
H 1.5660 -2.3045 -5.6330 0.001 -0.003 0.004 0.44
H 0.8423 -2.9421 -4.1390 0.007 0.004 -0.011 0.36
H 2.1938 -1.8078 -4.0484 0.001 0.008 0.009 0.19
H 1.2520 0.1216 -6.2505 -0.004 0.002 0.012 0.48
H 1.8544 0.6288 -4.6605 -0.002 -0.003 0.017 0.24
H 0.2721 1.1868 -5.2242 0.004 -0.006 0.006 0.35
Te 2.6515 0.0794 -1.1415 -0.105 0.033 0.012 0.54
C 4.5234 0.4862 -0.2106 0.013 -0.048 0.001 -0.33
C 5.4352 1.3938 -0.7477 0.029 -0.007 0.025 -0.11
C 6.6507 1.6293 -0.1206 -0.040 -0.009 -0.018 -0.61
C 6.9784 0.9470 1.0450 -0.005 -0.004 0.010 -0.37
C 6.0817 0.0365 1.5833 0.001 -0.003 -0.013 -0.62
C 4.8577 -0.1877 0.9616 0.012 0.033 -0.017 -0.10
C 2.0026 2.0822 -0.9149 0.018 0.014 0.005 -0.01
C 1.1292 2.6431 -1.8430 0.015 0.004 0.025 -0.16
C 0.7586 3.9761 -1.7283 -0.005 -0.012 0.013 -0.47
C 1.2484 4.7575 -0.6906 -0.025 -0.006 0.014 -0.48
C 2.0924 4.1899 0.2525 0.000 -0.038 -0.007 -0.66
C 2.4642 2.8550 0.1459 -0.008 0.048 -0.030 -0.25
H 5.1857 1.9258 -1.6580 0.000 -0.002 -0.001 0.35
H 7.3461 2.3437 -0.5449 0.000 -0.002 0.000 0.36
H 7.9288 1.1282 1.5320 -0.002 0.000 0.000 0.35
H 6.3267 -0.4943 2.4954 0.001 0.002 -0.002 0.39
H 4.1491 -0.8818 1.3991 0.005 0.004 0.000 0.28
H 0.7237 2.0304 -2.6372 0.004 -0.018 -0.020 0.25
H 0.0763 4.4027 -2.4540 0.001 -0.007 0.005 0.41
H 0.9533 5.7960 -0.6033 0.004 -0.002 -0.003 0.36
H 2.4576 4.7811 1.0838 0.002 0.001 -0.002 0.35
H 3.1237 2.4220 0.8882 -0.011 0.018 0.000 0.42
```
Forces are in eV/Å.

The electronic energy comes out at -3270.95256 Eh. The calculation puts the relative energy (zero: lowest compared OMol25 entry of this formula, charge and spin) at 0.0 kcal per mole. As for the total charge: -1. The strongest force on any atom comes out at 0.180 eV/Å. Its LUMO energy is 2.43 eV. As for the HOMO-LUMO gap: 0.225 hartree.

***

Computed, not measured: a molecular structure, C35H49BClN7O4PS2W, with ωB97M-V/def2-TZVPD.

Structure (XYZ):
```
101
Properties=species:S:1:pos:R:3:forces:R:3:lowdin_spin:R:1
W -0.5304 -0.1778 -0.3781 -1.222 0.336 0.371 2.41
C 2.2263 -2.1420 -2.4747 -0.027 -0.027 -0.033 0.00
C 1.1233 -2.6066 -3.4168 -0.030 0.016 0.143 0.00
C 1.2050 -4.1365 -3.5486 -0.003 0.026 -0.033 0.00
C -0.3171 -2.2326 -3.1176 -0.021 -0.158 0.050 0.01
C -1.3081 -2.4305 -4.0836 0.081 -0.026 -0.109 0.00
C -2.5009 -2.1962 -3.4400 -0.038 0.000 -0.091 0.00
N -2.2420 -1.8777 -2.1755 -0.043 -0.041 0.088 0.01
N -0.8929 -1.8746 -1.9475 -0.131 0.365 -0.105 0.02
B -3.3216 -1.4969 -1.1290 0.130 0.215 -0.026 0.01
N -3.5285 0.0277 -1.0568 0.099 -0.190 0.050 0.01
C -4.5721 0.6906 -1.5578 -0.151 0.082 0.001 0.00
C -4.3258 2.0366 -1.4316 -0.023 0.035 -0.071 0.00
C -3.0564 2.1310 -0.8452 -0.066 0.063 0.035 0.01
N -2.5834 0.8994 -0.5957 0.139 -0.053 -0.430 0.02
C -2.4389 3.4756 -0.5406 0.124 -0.132 0.214 0.00
C -0.9517 3.6544 -0.8838 -0.127 -0.034 -0.019 0.00
C -2.7306 3.8687 0.9164 0.028 0.024 -0.014 0.00
N -2.8881 -1.9936 0.2502 -0.003 0.007 0.039 0.01
C -3.5250 -2.8590 1.0374 -0.026 -0.081 0.037 0.02
C -2.8641 -2.9109 2.2452 -0.054 -0.077 0.082 0.00
C -1.8017 -2.0101 2.1277 -0.033 0.039 -0.117 0.02
N -1.8230 -1.4535 0.8969 -0.133 -0.182 0.208 0.01
C -0.8309 -1.6904 3.2292 -0.100 0.044 0.039 0.00
C -0.3615 -2.9642 3.9360 0.036 -0.037 -0.022 0.00
C -1.4924 -0.7508 4.2491 0.079 -0.014 -0.043 0.00
H 3.1939 -2.2944 -2.9592 -0.057 -0.010 0.012 0.00
H 2.2275 -2.7280 -1.5546 0.029 0.030 -0.044 0.00
H 2.1414 -1.0930 -2.2210 0.011 0.076 0.045 0.00
H 1.3250 -2.1768 -4.4007 -0.002 0.046 -0.048 0.00
H 0.9281 -4.6050 -2.5996 0.026 -0.002 -0.039 0.00
H 2.2252 -4.4427 -3.7988 -0.084 0.029 0.017 0.00
H 0.5311 -4.5096 -4.3198 0.015 -0.020 0.027 0.00
H -1.1570 -2.7217 -5.1126 -0.022 0.006 0.124 0.00
H -3.5193 -2.2391 -3.7987 0.103 -0.012 0.067 0.00
H -4.3574 -2.0289 -1.4331 0.060 0.086 -0.033 0.00
H -5.4217 0.1581 -1.9616 0.120 0.032 0.059 0.00
H -4.9585 2.8596 -1.7282 0.069 -0.094 0.031 0.00
H -2.9968 4.1576 -1.1837 -0.085 0.028 -0.002 0.00
H -0.3345 3.6178 0.0096 0.023 -0.055 -0.044 0.00
H -0.7884 4.6258 -1.3556 -0.016 -0.001 0.054 0.00
H -0.6000 2.8921 -1.5747 0.014 -0.042 -0.043 0.00
H -2.2650 3.1521 1.5976 -0.033 0.115 -0.057 0.00
H -3.8059 3.8918 1.1123 0.054 -0.008 -0.012 0.00
H -2.3182 4.8602 1.1277 -0.035 -0.067 -0.016 0.00
H -4.4060 -3.3728 0.6832 0.077 0.060 0.027 0.00
H -3.1174 -3.5114 3.1042 0.022 0.060 -0.065 0.00
H 0.0291 -1.1833 2.7987 0.054 0.072 -0.075 0.00
H -1.1661 -3.3964 4.5373 0.048 0.009 -0.039 0.00
H 0.4680 -2.7333 4.6091 -0.047 -0.008 0.005 0.00
H -0.0242 -3.7207 3.2259 0.003 0.022 0.037 0.00
H -2.3368 -1.2548 4.7290 0.060 0.038 -0.016 0.00
H -1.8558 0.1589 3.7744 0.009 0.012 -0.017 0.00
H -0.7727 -0.4665 5.0229 -0.061 -0.044 -0.032 0.00
C 1.3165 5.8917 2.4783 -0.071 -0.064 -0.009 0.00
C 1.7083 4.6351 3.2235 -0.048 -0.025 -0.039 0.00
O 0.8825 3.5206 2.8083 0.088 0.086 -0.095 0.00
P 1.4747 2.3947 1.8208 0.059 0.091 0.213 0.01
S 2.5626 3.0771 0.3720 -0.163 -0.119 -0.022 0.01
S -0.2286 1.2735 1.6473 -0.015 0.097 -0.344 0.04
O 2.4706 1.5529 2.7688 0.078 -0.097 0.175 0.01
C 1.9901 0.9337 3.9727 0.051 0.010 0.008 0.00
C 3.0310 1.1175 5.0538 0.028 -0.013 -0.030 0.00
H 1.8296 6.7563 2.9074 -0.018 -0.057 -0.033 0.00
H 0.2386 6.0479 2.5579 0.059 0.029 0.008 0.00
H 1.5824 5.8061 1.4259 -0.012 0.006 -0.017 0.00
H 1.5307 4.7493 4.2915 -0.024 -0.050 0.073 0.00
H 2.7615 4.3964 3.0715 0.026 -0.031 -0.034 0.00
H 1.8272 -0.1275 3.7645 -0.020 0.002 -0.040 0.00
H 1.0358 1.3725 4.2657 -0.034 -0.005 0.010 0.00
H 4.0049 0.7762 4.6980 -0.028 -0.001 0.046 0.00
H 2.7577 0.5388 5.9393 0.015 0.049 -0.022 0.00
H 3.1164 2.1686 5.3335 0.014 -0.034 -0.006 0.00
Cl 1.9279 2.1869 -7.4651 -0.060 -0.004 0.008 0.00
C 0.9969 1.7625 -6.0510 0.029 0.021 -0.077 0.01
C -0.3965 1.5051 -6.1967 -0.074 -0.009 0.041 0.01
C -1.1617 1.1651 -5.1283 0.053 0.009 -0.164 0.01
C -0.5912 1.0275 -3.8076 0.120 0.038 0.002 0.01
O -1.2832 0.7084 -2.8224 -0.283 -0.007 -0.182 0.07
C 0.8196 1.3147 -3.6954 -0.010 -0.008 -0.112 0.01
C 1.4471 1.2493 -2.4514 0.138 0.175 -0.386 0.02
O 0.9530 0.8277 -1.3837 0.147 -0.059 0.465 0.05
C 1.5845 1.6901 -4.8366 0.092 0.065 0.054 0.00
H -0.8424 1.5952 -7.1804 0.040 0.003 0.018 0.00
H -2.2242 0.9835 -5.2317 0.017 -0.019 0.004 0.00
H 2.4828 1.5957 -2.3809 0.097 0.033 -0.031 0.00
H 2.6417 1.9137 -4.7234 -0.088 -0.039 0.010 0.00
C 4.0615 -3.7610 2.2516 -0.010 -0.022 -0.023 0.01
C 3.0143 -2.9494 1.5479 0.017 -0.026 0.014 0.04
C 3.2023 -1.6009 1.2722 0.153 0.138 0.016 -0.01
C 2.2149 -0.8725 0.6471 0.066 0.173 0.072 0.04
N 1.0216 -1.3931 0.3027 1.072 -0.684 0.298 0.02
C 0.8569 -2.7075 0.5219 -0.087 -0.150 -0.058 0.04
C 1.8101 -3.4976 1.1268 -0.028 -0.150 0.021 0.00
H 5.0152 -3.6993 1.7244 -0.023 0.000 0.018 0.00
H 3.7722 -4.8095 2.3220 0.011 0.048 -0.003 0.00
H 4.2230 -3.3808 3.2627 -0.009 -0.007 -0.030 0.00
H 4.1239 -1.0936 1.5410 -0.091 -0.045 -0.031 0.00
H 2.3721 0.1661 0.3976 -0.004 0.093 0.026 0.00
H -0.0700 -3.1320 0.1715 -0.111 -0.030 0.022 0.00
H 1.6005 -4.5513 1.2692 0.002 0.040 -0.003 0.00
```
Forces are in eV/Å.

As for the spin multiplicity: 4. The electronic energy comes out at -3737.45675 Eh. The calculation puts the relative energy (zero: lowest compared OMol25 entry of this formula, charge and spin) at 22.3 kcal per mole. As for the total charge: 0. The strongest force on any atom comes out at 1.320 eV/Å. Its LUMO energy (spin up / spin down) is 0.22 / -0.30 eV. As for the HOMO-LUMO gap (spin up / spin down): 0.259 / 0.262 hartree.